15
Properties=species:S:1:pos:R:3:forces:R:3 method="wB97M-V/def2-TZVPD" total_energy_ha=-229.75057 smiles="C=N.CCN" mol_weight_g_mol=74.13 homo_lumo_gap_ev=10.2 e_above_lowest_ev=1.5970 fmax_ev_per_a=1.84
C -2.89502 -0.90047 -1.78989 0.11 -0.78 0.54
N -3.18172 -2.05608 -1.35784 0.38 0.28 0.96
H -2.25250 -0.94490 -2.62699 0.27 0.60 -1.46
H -3.12225 0.07440 -1.35667 -0.04 -0.13 0.29
H -3.54188 -2.01663 -0.40039 -0.71 0.03 -0.32
C 1.12318 0.52978 1.94318 -0.56 0.46 0.32
C 2.05876 0.41790 0.73613 -1.77 -0.52 0.00
N 2.47658 1.70949 0.18589 0.90 -0.58 0.68
H 0.39893 -0.28200 1.91368 0.20 -0.38 0.33
H 0.48577 1.41310 1.91693 0.14 0.28 -0.46
H 1.58381 0.60025 2.92955 0.32 -0.32 -0.12
H 1.44794 -0.13113 0.01040 0.15 0.15 -0.30
H 2.82729 -0.31660 0.98208 0.58 0.55 -0.10
H 2.08737 1.88851 -0.72688 0.06 -0.15 -0.06
H 3.48534 1.66893 0.11598 -0.03 0.50 -0.30


13
Properties=species:S:1:pos:R:3:forces:R:3 method="wB97M-V/def2-TZVPD" total_energy_ha=-2122.59921 total_charge=+1 multiplicity=2 mol_weight_g_mol=155.47 homo_lumo_gap_ev="9.8 / 8.2" e_above_lowest_ev=0.9571 s_squared=0.751 fmax_ev_per_a=6.08
H 0.48001 1.92740 -1.03215 -0.18 0.08 -0.26
O 0.35242 -0.08960 1.25073 0.72 -0.05 2.80
C -0.55529 -0.02008 0.42726 4.30 2.07 -3.78
O -0.45552 -0.85763 -0.58629 -3.31 -1.09 0.43
Zn 2.41774 0.13892 0.76862 -0.78 -0.17 0.33
O -1.05743 1.12106 0.04236 -2.16 -0.28 0.27
C -0.18895 2.22844 -0.22117 0.85 0.16 0.54
H 0.43976 2.45322 0.64948 -0.41 0.15 0.01
H -0.78851 3.09857 -0.50852 0.07 -0.48 0.16
C -0.22342 -2.23687 -0.25356 0.77 -0.80 -0.18
H 0.86559 -2.32288 -0.25924 -0.09 -0.64 -0.29
H -0.55441 -2.59115 0.72798 -0.24 0.74 -0.05
H -0.73200 -2.84939 -1.00553 0.47 0.29 0.02